1.
C12H36BBeF4O6S6 as an isolated structure at a distorted geometry, computed with wB97M-V/def2-TZVPD.

Results
- Energy: -3758.24717 Eh
- E_LUMO: -2.0 eV
- ΔE to the lowest compared entry with this formula, charge and spin: 5.98 kcal/mol
- Net charge: +1
- Multiplicity: 1
- HOMO: -11.1 eV
- Orbital gap: 9.11 eV

Each line ends with the natural charge from an NBO analysis.
Element x y z (Å)
Be -4.919 -24.474 -0.886  1.69
B -6.149 -22.046 -0.621  1.32
F -6.904 -23.202 -0.936  -0.56
F -5.091 -21.868 -1.524  -0.57
F -6.961 -20.921 -0.574  -0.54
F -5.549 -22.374 0.613  -0.56
C -6.396 -28.153 -0.890  -0.82
S -7.311 -26.890 0.053  1.23
O -6.576 -25.581 0.210  -0.99
C -8.846 -26.763 -0.889  -0.84
H -5.414 -28.348 -0.477  0.25
H -6.418 -27.811 -1.924  0.24
H -6.927 -29.105 -0.976  0.24
H -9.203 -27.715 -1.303  0.25
H -8.787 -26.263 -1.857  0.24
H -9.657 -26.449 -0.239  0.26
C -4.274 -21.828 -4.376  -0.82
S -3.219 -23.204 -3.818  1.25
O -4.042 -24.238 -3.080  -1.04
C -2.833 -24.012 -5.411  -0.83
H -5.312 -22.096 -4.186  0.26
H -4.186 -21.498 -5.412  0.24
H -3.905 -20.979 -3.803  0.25
H -1.806 -24.105 -5.763  0.25
H -3.266 -23.335 -6.150  0.24
H -3.311 -24.984 -5.519  0.24
C -3.038 -27.320 -3.596  -0.85
S -2.559 -26.719 -1.970  1.28
O -3.846 -26.583 -1.188  -1.04
C -1.756 -28.247 -1.346  -0.82
H -3.407 -28.344 -3.513  0.23
H -2.332 -27.273 -4.423  0.25
H -3.896 -26.694 -3.851  0.25
H -1.215 -28.775 -2.134  0.24
H -2.391 -28.931 -0.789  0.25
H -0.925 -27.913 -0.723  0.24
C -4.091 -27.035 2.138  -0.85
S -3.208 -25.457 2.145  1.24
O -4.070 -24.513 1.342  -1.01
C -3.177 -25.074 3.912  -0.82
H -5.165 -26.852 2.273  0.25
H -3.616 -27.732 2.822  0.23
H -4.270 -27.445 1.141  0.25
H -4.024 -24.517 4.315  0.26
H -2.343 -24.410 4.139  0.25
H -3.032 -26.045 4.381  0.24
C -2.720 -21.506 0.885  -0.83
S -1.761 -22.716 -0.052  1.28
O -2.832 -23.581 -0.676  -1.07
C -1.168 -21.655 -1.365  -0.85
H -2.029 -20.898 1.477  0.23
H -3.443 -21.912 1.590  0.29
H -3.286 -20.827 0.247  0.25
H -1.878 -20.983 -1.844  0.24
H -0.631 -22.176 -2.161  0.25
H -0.329 -21.046 -1.010  0.25
C -8.206 -24.725 -4.300  -0.86
S -6.607 -25.544 -4.083  1.27
O -6.279 -25.577 -2.622  -1.02
C -7.090 -27.248 -4.548  -0.82
H -8.899 -24.993 -5.093  0.25
H -7.979 -23.662 -4.428  0.25
H -8.740 -24.664 -3.348  0.26
H -7.500 -27.212 -5.559  0.24
H -7.852 -27.698 -3.913  0.23
H -6.209 -27.888 -4.549  0.24

2.
C12H36F4K2N2O24P4S4 as an isolated structure at a distorted geometry, computed with wB97M-V/def2-TZVPD.

Results
- ⟨S²⟩: 0.751
- Energy: -6951.84292 Eh
- E_LUMO (spin up / spin down): 1.2 / 1.5 eV
- Net charge: -1
- Multiplicity: 2
- HOMO (spin up / spin down): -2.3 / -7.4 eV
- Orbital gap (spin up / spin down): 3.46 / 8.93 eV

Each line ends with the Löwdin charge.
Element x y z (Å)
K -18.391 -19.105 -18.309  0.51
K -21.828 -17.907 -17.614  0.60
N -19.539 -18.075 -16.162  -0.48
S -19.217 -18.844 -14.764  0.50
O -20.151 -18.501 -13.681  -0.24
O -17.831 -19.300 -14.549  -0.29
F -19.836 -20.245 -15.291  -0.23
S -18.945 -16.768 -15.605  0.42
O -17.492 -16.538 -15.576  -0.28
O -19.832 -15.982 -14.764  -0.28
F -19.264 -15.954 -17.006  -0.27
N -24.790 -20.829 -13.849  -0.20
S -23.153 -20.527 -13.343  0.60
O -22.868 -19.393 -12.393  -0.29
O -22.019 -21.090 -14.106  -0.31
F -23.257 -21.687 -12.269  -0.22
S -24.657 -19.497 -14.638  0.44
O -23.632 -19.353 -15.709  -0.37
O -25.190 -18.317 -13.991  -0.29
F -25.977 -19.867 -15.526  -0.24
C -17.920 -12.379 -20.485  -0.10
O -17.873 -12.845 -19.124  -0.22
P -19.017 -12.351 -18.096  0.45
O -19.236 -10.843 -18.108  -0.28
O -20.320 -13.241 -18.602  -0.24
C -21.620 -13.226 -17.983  -0.10
O -18.638 -13.067 -16.761  -0.21
C -17.471 -12.673 -16.070  -0.09
H -17.095 -11.699 -20.701  0.09
H -18.870 -11.898 -20.717  0.08
H -17.870 -13.210 -21.189  0.08
H -22.300 -12.819 -18.731  0.08
H -21.708 -12.489 -17.185  0.08
H -22.029 -14.197 -17.703  0.07
H -17.052 -11.803 -16.574  0.08
H -16.681 -13.413 -15.940  0.10
H -17.785 -12.316 -15.089  0.10
C -15.408 -18.962 -12.624  -0.12
O -15.389 -18.421 -11.330  -0.21
P -16.769 -17.773 -10.787  0.52
O -17.959 -18.684 -10.775  -0.24
O -16.494 -17.091 -9.313  -0.23
C -16.183 -17.889 -8.187  -0.13
O -17.051 -16.433 -11.735  -0.24
C -18.189 -15.566 -11.545  -0.09
H -15.882 -19.941 -12.555  0.07
H -14.408 -19.186 -12.996  0.09
H -15.904 -18.328 -13.360  0.07
H -16.192 -18.975 -8.285  0.08
H -16.985 -17.712 -7.470  0.09
H -15.162 -17.720 -7.845  0.08
H -18.902 -15.953 -10.817  0.09
H -18.795 -15.427 -12.441  0.06
H -17.839 -14.561 -11.307  0.08
C -24.451 -12.506 -16.101  -0.11
O -24.489 -13.392 -14.993  -0.19
P -24.648 -14.940 -15.212  0.46
O -23.923 -15.434 -16.451  -0.29
O -24.113 -15.528 -13.794  -0.21
C -22.714 -15.925 -13.636  -0.06
O -26.242 -15.124 -15.208  -0.19
C -26.814 -16.399 -15.353  -0.13
H -25.305 -11.838 -16.211  0.09
H -24.365 -12.987 -17.076  0.07
H -23.578 -11.869 -15.964  0.08
H -22.659 -16.821 -13.017  0.08
H -21.975 -15.216 -13.261  0.09
H -22.440 -16.296 -14.623  0.05
H -26.122 -17.097 -15.825  0.06
H -27.471 -16.331 -16.220  0.09
H -27.308 -16.877 -14.507  0.10
C -20.697 -24.090 -12.758  -0.14
O -20.315 -24.082 -11.433  -0.22
P -19.270 -22.971 -10.831  0.53
O -19.717 -21.535 -10.636  -0.23
O -18.762 -23.671 -9.442  -0.21
C -18.510 -25.043 -9.326  -0.14
O -17.992 -23.093 -11.795  -0.22
C -17.878 -22.217 -12.863  -0.14
H -20.179 -23.524 -13.533  0.08
H -21.750 -23.810 -12.784  0.09
H -20.592 -25.099 -13.156  0.09
H -19.186 -25.361 -8.533  0.09
H -17.518 -25.367 -9.011  0.08
H -18.838 -25.596 -10.207  0.08
H -18.566 -21.372 -12.836  0.08
H -17.945 -22.729 -13.824  0.09
H -16.848 -21.885 -12.733  0.08

3.
C12H36KO20PV2 as an isolated structure at a distorted geometry, computed with wB97M-V/def2-TZVPD.

Results
- Energy: -4813.10896 Eh
- E_LUMO: -3.0 eV
- ΔE to the lowest compared entry with this formula, charge and spin: 0.00 kcal/mol
- Net charge: 0
- Multiplicity: 1
- HOMO: -8.7 eV
- Orbital gap: 5.77 eV

Each line ends with the Löwdin charge.
Element x y z (Å)
K -5.130 0.626 -1.283  0.92
O -3.299 -2.095 2.358  -0.28
V -3.107 -2.012 0.793  0.97
O -3.087 -3.488 0.194  -0.26
O -1.810 3.035 2.335  -0.24
V -2.421 1.962 1.347  0.97
O -3.860 2.462 0.983  -0.35
P -1.201 -0.152 0.137  0.13
O -1.057 -1.605 0.643  -0.33
O -2.721 0.073 0.387  -0.46
O -0.858 0.014 -1.321  -0.30
O -0.537 0.850 1.086  -0.32
C 1.567 -2.957 -0.928  -0.23
C 2.313 -2.262 0.225  -0.26
O 2.593 -3.112 1.306  -0.05
O 0.333 -3.532 -0.532  -0.08
H 2.175 -3.786 -1.293  0.12
H 1.409 -2.228 -1.738  0.10
H 1.718 -1.387 0.547  0.10
H 3.265 -1.925 -0.197  0.12
H 1.750 -3.353 1.721  0.07
H -0.299 -2.843 -0.235  0.02
C -2.351 2.710 -2.903  -0.21
C -2.369 3.565 -1.648  -0.17
O -1.674 2.974 -0.539  -0.12
O -2.820 1.398 -2.614  -0.17
H -1.373 2.691 -3.381  0.13
H -3.087 3.145 -3.585  0.13
H -3.369 3.873 -1.340  0.12
H -1.895 4.528 -1.891  0.14
H -0.727 2.831 -0.820  0.09
H -2.107 0.923 -2.130  0.03
C -1.157 -2.362 -3.768  -0.22
C -0.571 -1.083 -4.359  -0.23
O 0.535 -0.606 -3.590  -0.08
O -1.803 -2.124 -2.523  -0.09
H -0.332 -3.077 -3.648  0.12
H -1.863 -2.827 -4.460  0.12
H -1.334 -0.295 -4.427  0.11
H -0.248 -1.298 -5.382  0.12
H 0.107 -0.407 -2.734  0.02
H -1.387 -1.393 -2.044  -0.01
C 2.296 1.465 2.790  -0.21
C 1.818 2.843 2.388  -0.21
O 1.177 2.893 1.098  -0.11
O 1.257 0.635 3.314  -0.07
H 2.997 1.649 3.608  0.13
H 2.815 0.971 1.966  0.12
H 2.681 3.520 2.374  0.13
H 1.178 3.303 3.154  0.12
H 0.583 2.114 1.061  0.02
H 0.665 0.412 2.582  0.04
C 0.463 -2.531 5.214  -0.24
C -0.502 -2.277 4.090  -0.24
O 0.014 -2.854 2.897  -0.08
O 1.789 -2.073 4.947  -0.06
H 0.553 -3.595 5.443  0.12
H 0.077 -1.993 6.091  0.12
H -0.547 -1.188 3.956  0.11
H -1.451 -2.771 4.308  0.11
H -0.416 -2.491 2.108  0.03
H 1.776 -1.458 4.201  0.05
C 3.039 1.438 -1.458  -0.23
C 2.005 2.096 -2.352  -0.20
O 0.709 2.186 -1.757  -0.10
O 3.424 2.257 -0.374  -0.07
H 3.915 1.170 -2.045  0.13
H 2.576 0.507 -1.082  0.11
H 1.879 1.559 -3.301  0.11
H 2.349 3.092 -2.643  0.13
H 0.360 1.314 -1.496  0.03
H 2.611 2.350 0.168  0.03

4.
C12H36KO20PV2 as an isolated structure at a distorted geometry, computed with wB97M-V/def2-TZVPD.

Results
- Energy: -4812.63281 Eh
- E_LUMO: -3.5 eV
- ΔE to the lowest compared entry with this formula, charge and spin: 298.79 kcal/mol
- Net charge: 0
- Multiplicity: 1
- HOMO: -7.7 eV
- Orbital gap: 4.25 eV

Each line ends with the Löwdin charge.
Element x y z (Å)
K -3.924 1.760 -3.348  0.88
O 1.617 2.684 -5.054  -0.35
V 0.837 3.468 -3.825  1.17
O 1.396 4.944 -3.783  -0.28
O 1.337 -3.324 -2.031  -0.27
V 0.788 -2.001 -2.750  1.19
O 0.202 -2.336 -4.219  -0.30
P -0.349 1.227 -0.870  -0.06
O 0.124 2.716 -0.925  -0.44
O -0.258 0.899 -2.398  -0.52
O -1.807 1.071 -0.348  -0.46
O 0.714 0.158 -0.406  -0.46
C 4.591 -1.451 -5.114  -0.19
C 4.205 -1.164 -6.577  -0.17
O 4.453 0.286 -6.831  -0.10
O 3.658 -0.855 -4.126  -0.10
H 5.578 -1.085 -4.834  0.12
H 4.606 -2.541 -5.092  0.11
H 3.118 -1.198 -6.639  0.11
H 4.748 -1.756 -7.314  0.12
H 3.636 0.733 -6.600  0.06
H 3.800 0.068 -3.905  0.08
C 1.951 -4.136 3.972  -0.24
C 1.998 -3.186 2.741  -0.25
O 0.752 -2.590 2.526  -0.06
O 2.081 -3.309 5.104  -0.07
H 2.806 -4.812 3.931  0.11
H 1.104 -4.818 4.044  0.12
H 2.436 -3.720 1.898  0.11
H 2.653 -2.347 2.978  0.12
H 0.783 -1.913 1.846  0.08
H 1.345 -2.697 5.032  0.08
C -3.987 -0.339 3.662  -0.19
C -5.247 0.189 2.879  -0.22
O -5.063 -0.026 1.461  -0.09
O -2.841 0.495 3.324  -0.08
H -3.801 -1.386 3.425  0.11
H -4.222 -0.201 4.718  0.11
H -5.487 1.232 3.081  0.11
H -6.147 -0.331 3.207  0.11
H -4.167 0.209 1.209  0.04
H -2.690 0.614 2.384  0.05
C -3.216 -3.943 -0.981  -0.26
C -2.446 -5.047 -0.302  -0.25
O -2.231 -4.689 1.052  -0.05
O -2.460 -2.774 -1.252  -0.06
H -4.058 -3.733 -0.321  0.12
H -3.670 -4.393 -1.865  0.11
H -1.516 -5.271 -0.825  0.12
H -3.053 -5.948 -0.392  0.12
H -1.530 -4.038 1.135  0.08
H -2.751 -2.034 -0.714  0.08
C -3.423 5.288 1.315  -0.19
C -1.986 5.627 1.406  -0.24
O -1.450 5.994 0.117  -0.09
O -3.705 4.437 0.133  -0.10
H -3.998 6.213 1.266  0.12
H -3.724 4.635 2.135  0.12
H -1.359 4.747 1.548  0.12
H -1.630 6.415 2.070  0.12
H -1.179 5.125 -0.188  0.05
H -3.152 3.653 0.179  0.05
C 4.339 1.623 2.038  -0.22
C 3.142 2.601 2.212  -0.25
O 2.998 3.571 1.194  -0.06
O 4.138 0.692 0.948  -0.09
H 4.434 1.081 2.979  0.10
H 5.257 2.181 1.856  0.11
H 3.109 3.112 3.175  0.11
H 2.314 1.892 2.186  0.11
H 2.253 3.321 0.643  0.06
H 3.223 0.429 0.822  0.05